The following is a quantum chemistry calculation of a structure of composition C53H44IrN6O4, from OMol25.

Computed properties:
max |F|: 0.0648 hartree/bohr
gap between HOMO and LUMO (alpha / beta): 5.13 / 5.13 eV
total charge: +1
lowest unoccupied orbital energy (alpha / beta): -4.0 / -4.0 eV

Last column: Mulliken charge in e.
Element x y z (Å)
Ir 0.557 -0.431 -0.536  2.067
C 9.180 -0.921 3.784  -0.839
O 8.249 0.115 4.029  -0.454
C 7.026 0.044 3.471  0.906
C 6.130 1.061 3.811  -1.028
C 4.845 1.072 3.316  -0.264
C 4.404 0.075 2.438  0.341
C 5.318 -0.927 2.092  -0.763
C 6.605 -0.952 2.595  -0.724
C 3.078 0.039 1.785  0.623
C 2.424 -1.197 1.758  0.077
C 2.798 -2.303 2.599  -1.621
C 2.066 -3.370 2.210  -1.210
C 1.193 -2.927 1.157  0.899
N 1.406 -1.592 0.928  -0.344
C 0.341 -3.744 0.405  1.047
C -0.533 -3.258 -0.592  -0.236
C -1.557 -4.046 -1.182  -1.309
C -2.098 -3.305 -2.196  -1.388
C -1.417 -2.058 -2.207  0.605
C -1.528 -1.084 -3.218  1.103
C -2.211 -1.452 -4.478  -0.098
C -1.485 -1.448 -5.667  -0.547
C -2.075 -1.737 -6.886  -0.718
C -3.440 -2.008 -6.946  0.907
O -4.140 -2.239 -8.074  -0.446
C -3.458 -2.286 -9.312  -0.824
C -4.171 -2.041 -5.755  -0.997
C -3.566 -1.787 -4.544  -0.314
C -0.921 0.167 -3.154  0.430
N -0.136 0.644 -2.138  -0.534
C 0.261 1.904 -2.508  0.494
C 1.189 2.689 -1.840  1.236
C 1.764 3.854 -2.554  -0.749
C 3.079 3.727 -2.998  -0.429
C 3.662 4.685 -3.809  -0.786
C 2.939 5.821 -4.164  0.921
O 3.387 6.789 -4.990  -0.456
C 4.666 6.641 -5.573  -0.843
C 1.645 5.987 -3.664  -0.789
C 1.057 5.008 -2.891  -0.072
C 1.821 2.331 -0.632  0.242
C 2.656 3.210 0.098  -1.518
C 3.196 2.482 1.125  -1.034
C 2.666 1.169 1.030  0.250
N 1.789 1.102 -0.028  0.000
C -0.334 2.247 -3.772  -1.346
C -1.066 1.183 -4.166  -1.615
N -0.501 -2.019 -1.182  -0.045
C 0.461 -5.211 0.498  -0.312
C 0.665 -5.934 -0.681  -0.585
C 0.916 -7.294 -0.667  -0.725
C 0.958 -7.981 0.544  0.846
O 1.246 -9.290 0.673  -0.451
C 1.507 -10.034 -0.503  -0.835
C 0.704 -7.279 1.725  -0.886
C 0.460 -5.924 1.702  -0.438
H 10.103 -0.609 4.264  0.252
H 9.365 -1.069 2.718  0.321
H 8.849 -1.864 4.226  0.352
H 6.476 1.839 4.477  0.438
H 4.163 1.840 3.653  0.663
H 5.018 -1.685 1.382  0.509
H 7.275 -1.745 2.294  0.381
H 3.522 -2.271 3.392  0.755
H 2.127 -4.364 2.606  0.592
H -1.848 -5.034 -0.874  0.824
H -2.891 -3.608 -2.854  0.669
H -0.423 -1.243 -5.639  0.486
H -1.461 -1.737 -7.776  0.381
H -4.233 -2.321 -10.074  0.250
H -2.837 -3.183 -9.388  0.339
H -2.845 -1.396 -9.476  0.317
H -5.228 -2.263 -5.810  0.425
H -4.162 -1.808 -3.642  0.621
H 3.634 2.833 -2.748  0.501
H 4.669 4.534 -4.166  0.414
H 4.821 7.525 -6.186  0.245
H 4.711 5.754 -6.211  0.350
H 5.455 6.588 -4.818  0.330
H 1.115 6.894 -3.918  0.431
H 0.043 5.143 -2.534  0.555
H 2.829 4.245 -0.138  0.721
H 3.909 2.836 1.843  0.564
H -0.202 3.184 -4.282  0.532
H -1.670 1.095 -5.051  0.574
H 0.676 -5.414 -1.629  0.473
H 1.094 -7.804 -1.602  0.422
H 1.719 -11.049 -0.181  0.246
H 2.379 -9.644 -1.037  0.344
H 0.642 -10.034 -1.172  0.341
H 0.709 -7.829 2.654  0.428
H 0.227 -5.416 2.628  0.710
C -1.105 2.619 3.967  -1.349
C -1.356 1.652 2.867  0.895
C -2.485 0.946 2.499  -1.535
C -2.128 0.196 1.368  0.509
N -0.860 0.439 1.071  0.034
N -0.402 1.314 1.981  0.224
C -2.976 -0.741 0.583  -0.967
H -1.987 2.709 4.594  0.368
H -0.867 3.604 3.563  0.311
H -0.267 2.293 4.584  0.316
H -3.446 0.959 2.978  0.484
H 0.553 1.640 1.946  -0.094
H -4.011 -0.660 0.905  0.414
H -2.639 -1.769 0.725  0.122
H -2.910 -0.511 -0.481  0.096

The following is a quantum chemistry calculation of a structure of composition C53H45BrF4NO3P2RuSe, from OMol25.

Computed properties:
max |F|: 0.0105 hartree/bohr
multiplicity: 2
gap between HOMO and LUMO (alpha / beta): 7.18 / 6.93 eV
energy above the lowest of the compared OMol25 structures with the same formula, charge and spin: 1.1898 eV
lowest unoccupied orbital energy (alpha / beta): -0.4 / -0.8 eV

Last column: Mulliken spin population.
Element x y z (Å)
Ru -0.087 0.240 -0.563  0.861
F -4.599 2.556 4.410  0.000
C -3.902 1.708 3.661  -0.001
C -3.847 0.365 3.990  0.001
F -4.511 -0.076 5.056  0.000
C -3.122 -0.518 3.206  -0.009
F -3.193 -1.801 3.575  0.000
C -2.390 -0.110 2.093  -0.008
P -1.435 -1.272 0.889  0.098
C -2.992 -1.797 0.087  -0.016
C -3.862 -2.711 0.676  0.000
C -5.057 -3.032 0.051  0.000
C -5.397 -2.438 -1.157  0.001
C -4.535 -1.523 -1.739  0.002
C -3.334 -1.204 -1.124  0.027
C -0.902 -2.479 2.157  0.001
C -1.037 -3.858 2.017  0.003
C -0.628 -4.705 3.035  0.000
C -0.068 -4.193 4.197  0.002
C 0.074 -2.822 4.341  0.001
C -0.349 -1.975 3.331  0.001
C -2.506 1.238 1.784  0.013
Br -1.724 1.926 0.199  0.006
C -3.235 2.143 2.534  0.000
F -3.304 3.427 2.181  0.001
H -3.613 -3.175 1.621  0.000
H -5.726 -3.747 0.513  0.000
H -6.332 -2.688 -1.640  0.000
H -4.793 -1.046 -2.677  0.000
H -2.664 -0.493 -1.596  -0.044
H -1.454 -4.270 1.112  0.000
H -0.745 -5.775 2.916  0.000
H 0.256 -4.861 4.984  0.000
H 0.518 -2.407 5.237  0.000
H -0.230 -0.906 3.460  0.002
N 2.589 0.273 -2.625  0.003
C 3.306 1.346 -2.171  -0.015
C 4.377 1.805 -2.960  -0.001
C 5.145 2.884 -2.589  0.001
C 4.862 3.569 -1.412  0.001
C 3.793 3.153 -0.647  0.006
C 3.004 2.044 -0.982  -0.014
P 1.573 1.737 0.118  0.023
C 1.022 3.535 0.221  0.013
C 0.678 4.177 1.409  -0.002
C 0.256 5.500 1.414  0.000
C 0.187 6.218 0.232  -0.001
C 0.559 5.603 -0.956  -0.001
C 0.968 4.279 -0.958  0.016
C 2.091 1.552 1.859  -0.005
C 1.114 1.241 2.799  -0.004
C 1.433 1.121 4.143  0.000
C 2.740 1.311 4.565  0.000
C 3.718 1.635 3.637  0.000
C 3.396 1.761 2.293  -0.005
H 2.127 -0.305 -1.936  -0.013
H 2.949 -0.203 -3.434  0.000
H 4.595 1.275 -3.880  0.000
H 5.966 3.197 -3.222  0.000
H 5.448 4.426 -1.112  0.000
H 3.537 3.728 0.234  0.000
H 0.734 3.656 2.356  -0.001
H -0.010 5.969 2.353  0.000
H -0.137 7.250 0.236  0.000
H 0.538 6.157 -1.886  0.000
H 1.268 3.820 -1.892  -0.003
H 0.090 1.093 2.473  0.013
H 0.659 0.878 4.862  0.000
H 2.994 1.211 5.612  0.000
H 4.741 1.787 3.956  0.000
H 4.175 2.007 1.585  0.000
C 4.252 -0.938 0.088  0.005
C 2.825 -1.395 0.387  -0.021
C 2.670 -1.677 1.877  0.003
C 2.546 -2.682 -0.387  0.002
O 1.931 -0.360 -0.047  0.057
H 4.398 -0.773 -0.978  -0.002
H 4.952 -1.711 0.414  0.003
H 4.492 -0.018 0.619  -0.002
H 3.220 -2.586 2.136  0.000
H 1.622 -1.848 2.105  -0.002
H 3.044 -0.863 2.496  -0.001
H 3.334 -3.408 -0.173  0.000
H 2.536 -2.503 -1.464  0.000
H 1.596 -3.120 -0.083  0.000
Se -0.378 1.358 -2.830  0.010
C -2.088 2.243 -2.901  0.013
C -3.178 1.515 -3.381  0.009
C -4.420 2.113 -3.523  0.004
C -4.594 3.448 -3.184  -0.006
C -3.514 4.179 -2.713  0.004
C -2.268 3.583 -2.578  -0.010
H -3.040 0.474 -3.651  -0.003
H -5.253 1.536 -3.906  0.000
H -5.564 3.916 -3.289  0.000
H -3.637 5.222 -2.446  0.000
H -1.433 4.167 -2.218  -0.006
O -0.719 -2.953 -0.529  -0.001
C -0.289 -2.581 -1.635  0.001
O 0.015 -1.385 -1.924  -0.008
C -0.098 -3.585 -2.725  -0.004
C 0.091 -3.163 -4.036  0.003
C 0.261 -4.101 -5.042  0.000
C 0.256 -5.456 -4.736  0.000
C 0.075 -5.876 -3.425  0.000
C -0.109 -4.941 -2.419  0.000
H 0.099 -2.101 -4.249  -0.001
H 0.397 -3.777 -6.066  0.000
H 0.394 -6.187 -5.522  0.000
H 0.076 -6.932 -3.189  0.000
H -0.261 -5.247 -1.393  0.000

> Which formula does entry 1 have?

C53H44IrN6O4